(1)
Molecular formula: C18H36BeClN2O6
Method: DFT, ωB97M-V/def2-TZVPD

Structure (XYZ):
```
64
Properties=species:S:1:pos:R:3:forces:R:3:mulliken_charge:R:1
Be -7.326 -1.415 1.285 0.0302 -0.0329 -0.0677 0.999
Cl -2.965 -4.191 3.722 3.6218 -4.6930 -1.0964 1.587
O -2.941 -4.838 2.457 -1.0730 0.5803 0.1936 -0.464
O -2.927 -2.788 3.613 0.0917 3.0070 0.0780 -0.371
O -4.330 -4.211 4.306 -0.0614 -0.3740 0.6524 -0.305
O -1.863 -4.754 4.478 -2.5888 1.4874 0.1777 -0.446
C -4.574 -5.205 -6.655 -0.8828 -1.5364 0.0116 -1.804
C -3.486 -4.185 -6.359 -0.8987 0.4713 -0.9575 1.488
C -2.871 -3.807 -7.752 0.3878 0.0219 0.6567 -1.197
C -1.978 -2.600 -7.594 -0.9008 0.1366 -0.8266 -0.667
C -2.919 -1.404 -7.231 1.4401 -1.0731 1.1143 -1.127
C -3.613 -1.670 -5.820 -1.5831 2.2913 -1.6596 1.342
N -4.182 -3.026 -5.673 -1.6922 -0.2911 3.3351 0.532
O -4.968 -3.257 -4.463 3.4574 0.7308 -5.0569 -0.527
C -2.605 -1.299 -4.765 0.2778 -0.4002 0.6990 -1.690
C -4.796 -0.615 -5.780 -0.1434 -0.5229 0.5327 -1.727
C -2.311 -4.622 -5.507 0.0206 -2.3068 1.2119 -1.646
H -5.204 -5.561 -5.841 0.6103 0.1428 0.6111 0.367
H -4.214 -6.097 -7.168 0.6636 -0.1093 0.2894 0.407
H -5.357 -4.926 -7.360 0.3223 1.1302 -0.1859 0.408
H -2.281 -4.647 -8.117 0.0849 -0.3634 0.5213 0.552
H -3.533 -3.659 -8.605 -0.7356 0.3142 0.4841 0.359
H -1.417 -2.570 -8.528 -0.1084 0.9666 -0.1709 0.394
H -1.199 -2.764 -6.850 -0.2406 0.1905 0.1590 0.287
H -3.642 -1.102 -7.989 0.1029 -0.4320 -0.1084 0.402
H -2.241 -0.573 -7.037 -0.3581 0.4088 -0.1044 0.441
H -2.377 -0.234 -4.748 -0.1444 0.0075 -0.3094 0.442
H -2.992 -1.546 -3.777 0.1742 -0.2457 0.0408 0.351
H -1.680 -1.832 -4.986 0.0906 0.0263 0.4703 0.335
H -5.532 -0.693 -6.580 0.2318 -0.4957 -0.2503 0.418
H -5.374 -0.724 -4.862 0.1415 -0.1127 0.1544 0.383
H -4.467 0.423 -5.816 0.5317 -0.1238 0.0110 0.391
H -2.650 -5.069 -4.572 -0.3588 0.7849 0.5245 0.394
H -1.461 -3.969 -5.306 -0.6059 0.3440 -0.1462 0.258
H -1.860 -5.549 -5.861 0.0973 0.0702 -0.9921 0.434
C 1.929 3.403 4.875 -0.9304 -0.7721 -0.8244 -1.774
C 3.084 4.370 5.003 0.8312 2.0249 0.8380 1.806
C 3.154 4.855 6.565 -0.7881 -0.0109 0.2983 -1.346
C 3.869 3.866 7.504 0.0149 -0.6126 -2.0140 -0.770
C 5.213 3.468 6.901 -0.9899 2.0042 2.0498 -1.404
C 5.246 2.950 5.506 0.6277 -0.9238 0.8960 1.382
N 4.398 3.796 4.573 1.6869 -3.0530 -3.8385 0.317
O 4.511 3.304 3.175 -0.8049 2.2041 5.7937 -0.465
C 6.802 2.964 5.259 -1.5405 0.3144 -2.3407 -1.629
C 4.733 1.485 5.599 -1.1147 0.4161 -0.2511 -1.464
C 2.920 5.645 4.102 -1.0695 -0.2776 -0.1480 -1.805
H 2.002 2.689 4.055 0.7094 -0.0138 -0.0922 0.392
H 1.005 3.905 4.588 -0.0270 0.4750 0.4517 0.411
H 1.719 2.808 5.763 0.1862 0.1866 0.1559 0.345
H 3.290 5.920 6.756 1.6094 0.1651 -0.7472 0.473
H 2.165 4.922 7.019 -0.9040 -0.7575 -0.7958 0.464
H 3.227 2.988 7.420 -0.1049 -0.2817 0.7550 0.261
H 4.040 4.142 8.545 -0.5081 0.3213 -0.1439 0.435
H 5.648 2.779 7.626 0.4322 -0.1843 -0.4483 0.503
H 5.764 4.407 6.961 0.5709 -0.0212 -0.1082 0.401
H 7.149 3.983 5.087 -0.0877 0.1202 0.2789 0.432
H 7.394 2.506 6.052 -0.4043 -0.2047 -0.1580 0.329
H 6.878 2.489 4.281 0.7924 -0.3915 0.1156 0.409
H 3.676 1.464 5.862 -0.3641 0.4238 -0.2840 0.351
H 4.774 0.935 4.658 0.5402 -0.0759 0.1548 0.331
H 5.099 0.968 6.486 0.9311 -0.1418 -0.4555 0.386
H 2.933 5.422 3.035 0.5787 -0.4115 0.0523 0.397
H 3.592 6.479 4.303 0.3532 -0.4560 0.1924 0.382
H 1.919 6.067 4.183 -0.2288 -0.0655 0.6208 0.451
```
Positions in Å, forces in eV/Å.

Summary:
Multiplicity: 3
Total charge: +1
HOMO energy (spin up / spin down): -10.2 / -10.9 eV
<S²>: 3.020

(2)
Molecular formula: C18H36Br10N2O3
Method: DFT, ωB97M-V/def2-TZVPD

Structure (XYZ):
```
69
Properties=species:S:1:pos:R:3:forces:R:3:mulliken_charge:R:1
C -1.480 2.788 -0.196 -0.0691 -0.1512 -0.2659 -1.002
C -1.456 1.943 -1.455 -0.5790 -0.3518 -0.2751 0.821
O -2.265 2.195 -2.350 0.5184 -0.0783 0.3519 -0.668
N -0.589 0.881 -1.564 0.6530 1.1898 -0.2251 0.293
C -0.408 0.415 -2.943 -0.2881 -0.5705 -0.1095 -0.913
C 0.618 0.870 -0.714 -0.2447 -0.3652 -0.2093 -1.045
C 1.642 1.982 -0.945 0.3165 -0.0223 0.0433 -0.485
C 2.611 1.770 -2.134 0.1582 0.1559 0.2625 -0.377
C 2.690 2.974 -3.060 -0.2988 -0.3922 -0.2408 -1.116
N 1.371 3.288 -3.670 0.1625 0.7775 0.0090 0.080
C 1.451 3.848 -4.954 0.2599 -0.4768 -0.3310 0.606
O 1.971 3.293 -5.884 0.0428 0.3923 0.4329 -0.561
O 0.927 5.097 -5.104 -0.3854 -0.2941 -0.1301 -0.470
H -1.105 2.288 0.696 -0.0598 0.0970 -0.0368 0.351
H -0.901 3.698 -0.377 0.0089 -0.0813 0.1009 0.305
H -2.520 3.084 -0.074 0.0398 0.0412 0.2322 0.148
H 0.440 -0.268 -2.986 -0.0518 0.0335 0.1118 0.282
H -0.241 1.235 -3.640 0.0315 0.0336 0.0855 0.283
H -1.291 -0.136 -3.272 0.0228 0.1129 0.0372 0.301
H 0.290 0.841 0.324 0.1233 0.0537 -0.0266 0.388
H 1.118 -0.081 -0.909 -0.0907 -0.0171 0.1688 0.113
H 2.244 2.042 -0.033 -0.1019 0.0503 -0.0253 0.480
H 1.158 2.957 -1.041 -0.1515 -0.0674 0.0780 0.381
H 3.618 1.621 -1.730 -0.0700 -0.1061 -0.0974 0.339
H 2.369 0.869 -2.697 -0.0907 0.0911 -0.0648 0.203
H 3.376 2.780 -3.886 -0.0364 -0.0037 0.1060 0.549
H 3.052 3.846 -2.502 0.0153 -0.0366 -0.0777 0.268
H 0.837 3.895 -3.060 0.0242 -0.1411 0.1135 0.100
H 0.276 5.292 -4.419 0.1138 0.0795 0.0582 0.335
Br 2.980 -2.367 -1.665 0.0615 0.0236 0.0028 -0.154
C 3.384 -3.399 -0.065 -0.0587 -0.0136 -0.1212 -0.440
C 2.260 -3.327 0.934 0.0612 0.0241 0.1371 -0.588
Br 2.215 -1.605 1.839 -0.0819 0.0246 -0.0642 -0.113
H 4.316 -3.009 0.331 0.0139 -0.0106 0.0203 0.338
H 3.533 -4.423 -0.401 -0.0247 -0.0054 0.0236 0.273
H 2.401 -4.071 1.716 0.0340 -0.0079 -0.0098 0.289
H 1.287 -3.466 0.473 -0.0001 -0.0157 -0.0215 0.422
Br -5.542 2.876 0.768 -0.0441 -0.0296 -0.0469 -0.166
C -5.313 1.981 -0.951 0.1114 -0.0225 0.0518 0.043
C -5.203 2.952 -2.093 -0.1322 0.0608 -0.0515 -0.460
Br -6.922 3.761 -2.536 0.0404 0.0107 0.0399 -0.183
H -6.156 1.307 -1.052 -0.0191 -0.0038 -0.0250 -0.004
H -4.392 1.408 -0.867 0.0162 0.0443 -0.0172 0.044
H -4.869 2.439 -2.989 0.0193 -0.0192 0.0267 0.352
H -4.524 3.769 -1.878 0.0467 -0.0305 -0.0096 0.348
Br 4.888 -2.428 4.474 0.1209 -0.0056 0.0348 -0.076
C 4.626 -1.696 6.256 -0.0413 -0.1206 -0.0498 -0.593
C 3.452 -0.754 6.292 0.0147 0.1419 0.0175 -0.622
Br 3.860 0.947 5.444 -0.0282 -0.0496 -0.0260 -0.126
H 5.557 -1.215 6.534 -0.0098 0.0371 0.0144 0.361
H 4.447 -2.549 6.906 -0.0299 0.0016 -0.0031 0.356
H 3.187 -0.519 7.320 0.0274 -0.0065 0.0118 0.365
H 2.587 -1.158 5.775 -0.0051 -0.0351 0.0114 0.354
Br -8.719 0.223 -1.630 -0.0822 -0.0822 -0.0414 -0.115
C -9.979 0.111 -0.155 0.0792 0.0929 -0.0598 -0.565
C -9.279 0.167 1.177 -0.0041 -0.0846 0.0796 -0.511
Br -8.374 -1.504 1.593 0.0239 0.0437 -0.0210 -0.124
H -10.540 -0.807 -0.293 -0.0076 -0.0141 0.0346 0.369
H -10.641 0.966 -0.269 0.0151 0.0180 0.0173 0.344
H -9.999 0.320 1.977 -0.0216 -0.0093 -0.0135 0.365
H -8.523 0.945 1.211 -0.0080 0.0310 -0.0117 0.251
Br 6.996 -5.299 1.274 -0.0923 0.0452 -0.0111 -0.112
C 5.827 -5.727 2.768 0.1726 0.0360 -0.0411 -0.278
C 5.250 -7.111 2.651 -0.1515 0.0058 -0.0070 -0.522
Br 3.841 -7.186 1.310 0.0340 -0.0211 -0.0059 -0.156
H 5.056 -4.964 2.792 -0.0217 -0.0012 0.0395 -0.074
H 6.445 -5.641 3.658 -0.0140 -0.0304 0.0159 0.378
H 4.780 -7.406 3.586 -0.0031 0.0236 0.0078 0.359
H 5.993 -7.848 2.367 0.0160 0.0019 -0.0050 0.386
```
Positions in Å, forces in eV/Å.

Summary:
Structure (SMILES): CC(=O)N(C)CCCCNC(=O)O.BrCCBr.BrCCBr.BrCCBr.BrCCBr.BrCCBr
HOMO energy: -9.4 eV

(3)
Molecular formula: C18H36ClF3N2NbO2
Method: DFT, ωB97M-V/def2-TZVPD

Structure (XYZ):
```
63
Properties=species:S:1:pos:R:3:forces:R:3:mulliken_charge:R:1
C 5.068 1.068 0.499 -0.0357 -0.0353 -0.3329 -0.711
O 5.264 -0.253 0.958 0.2759 0.1014 0.2903 -0.256
C 6.144 -1.026 0.172 -0.1683 0.0014 -0.1746 -0.587
C 6.249 -2.441 0.766 0.0144 0.0253 -0.1062 -0.842
C 4.946 -2.914 1.419 -0.1017 -0.1245 -0.0030 -0.691
C 3.890 -3.294 0.379 -0.0236 0.2153 -0.0622 -0.082
C 2.476 -3.370 0.953 -0.0386 0.0466 0.2375 -0.468
C 1.498 -4.155 0.076 0.0083 0.0854 0.0137 -0.844
C 1.114 -3.416 -1.220 0.1547 -0.1954 -0.4615 -0.430
C -0.250 -2.720 -1.192 0.8335 -0.2650 0.8318 -0.865
Nb -0.695 -0.901 0.120 -1.9466 -0.9454 -1.3006 -0.652
Cl 1.511 -0.053 -0.422 -0.1512 -0.0548 -0.1179 -0.299
C -1.620 0.554 -1.448 -0.1487 0.3973 0.5577 -0.259
O -0.822 1.566 -2.164 0.3044 -0.1538 -0.1651 -0.339
C -0.766 2.781 -1.709 -1.1904 0.1645 0.6697 0.816
F -1.042 2.926 -0.389 0.2071 -0.1524 -0.1770 -0.246
F -1.708 3.624 -2.310 0.1418 -0.2017 -0.1467 -0.326
F 0.399 3.344 -1.949 0.8035 0.3361 -0.2346 -0.267
N -2.556 -1.482 0.561 0.8393 0.9712 1.1030 -0.634
C -3.030 -1.237 1.735 0.1352 -0.3320 -0.7139 0.813
C -3.080 -2.337 2.786 -0.0037 -0.0539 -0.1923 -1.035
C -3.547 0.123 2.163 0.1060 -0.0022 -0.1650 -0.938
H 4.856 1.708 1.361 -0.0073 -0.1524 -0.1195 0.228
H 5.966 1.446 -0.015 -0.1167 -0.0038 0.1322 0.329
H 4.215 1.108 -0.195 0.1649 0.0300 0.1118 0.208
H 5.779 -1.074 -0.869 -0.0320 0.0191 0.1825 0.344
H 7.133 -0.537 0.141 -0.1016 -0.1356 -0.0236 0.449
H 6.491 -3.126 -0.063 0.0921 0.1177 0.2287 0.283
H 7.082 -2.490 1.478 -0.1580 0.0849 -0.0319 0.393
H 4.540 -2.121 2.053 0.1296 -0.0992 -0.0445 0.306
H 5.154 -3.774 2.074 -0.0381 0.1172 -0.1439 0.430
H 4.164 -4.246 -0.099 0.0026 0.1119 0.0280 0.252
H 3.893 -2.518 -0.400 0.0202 -0.2034 -0.0166 0.100
H 2.106 -2.343 1.078 0.0211 -0.2276 0.0914 0.031
H 2.515 -3.814 1.961 0.0047 0.0032 -0.1719 0.414
H 0.588 -4.381 0.651 0.1537 0.0482 -0.1310 0.294
H 1.969 -5.118 -0.180 -0.1274 0.1056 0.0984 0.438
H 1.136 -4.148 -2.046 0.0311 0.1091 0.0967 0.271
H 1.892 -2.675 -1.462 -0.1594 -0.1515 0.0682 0.255
H -0.458 -2.372 -2.219 -0.1840 0.2255 0.1978 0.305
H -1.010 -3.470 -0.930 -0.0617 0.1282 -0.1272 0.445
H -0.734 0.503 1.323 0.3578 -0.3698 0.1157 0.078
H -0.067 -1.650 1.668 -0.0835 0.5621 0.0590 0.082
H -2.544 1.044 -1.124 0.0082 -0.0898 -0.0414 0.205
H -1.902 -0.129 -2.266 0.0573 -0.0132 0.2278 0.305
H -3.409 -3.272 2.322 0.1357 0.1410 0.0309 0.300
H -3.751 -2.097 3.615 0.1169 0.0427 -0.0617 0.365
H -2.062 -2.486 3.163 -0.1592 0.0403 -0.0430 0.208
H -2.697 0.668 2.597 -0.2094 -0.1481 -0.0739 0.200
H -3.894 0.686 1.294 0.0820 -0.0474 0.0938 0.185
H -4.342 0.046 2.911 0.0534 -0.0321 -0.1062 0.443
C -5.745 6.590 -2.022 0.0078 -0.0039 0.0255 -1.157
C -4.835 5.888 -1.022 0.0071 0.0147 -0.0348 -0.553
C -4.539 4.433 -1.402 -0.0193 0.0779 -0.0014 -0.004
C -5.761 3.634 -1.458 -1.0705 -0.7245 0.0869 0.246
N -6.743 3.020 -1.466 0.9710 0.6601 -0.0394 -0.508
H -6.719 6.103 -2.075 -0.0024 -0.0144 -0.0117 0.345
H -5.904 7.631 -1.740 -0.0034 0.0071 0.0007 0.338
H -5.308 6.577 -3.022 0.0070 -0.0044 -0.0089 0.301
H -5.285 5.913 -0.027 0.0029 -0.0012 0.0159 0.307
H -3.881 6.412 -0.953 0.0236 -0.0218 0.0095 0.341
H -3.863 3.970 -0.683 0.0407 -0.0135 -0.0402 0.132
H -4.050 4.380 -2.375 0.0272 -0.0170 0.0211 0.209
```
Positions in Å, forces in eV/Å.

Summary:
Total charge: -1
HOMO energy: -4.5 eV